[1]
119
Properties=species:S:1:pos:R:3:mulliken_charge:R:1 method="wB97M-V/def2-TZVPD" e_above_lowest_kj_mol=654.0 smiles=COC[C@H](C)N.COC[C@H](C)N.COC[C@H](C)N.COC[C@H](C)N.COC[C@H](C)N.COC[C@H](C)N.COC[C@H](C)N total_energy_ev=-55038.35688 e_homo_ha=-0.319 total_charge=0 orbital_gap_ev=9.192
C -1.14093 -20.32128 -25.29583 -0.690
O -0.02296 -20.09355 -24.47545 -0.348
C 1.21708 -20.70099 -24.93602 -0.446
C 1.11755 -22.26745 -24.77505 0.495
C 1.30419 -22.64945 -23.23867 -1.387
N 2.04309 -23.09539 -25.52372 -0.665
H -1.35376 -21.36280 -25.53674 0.303
H -1.08380 -19.75701 -26.22666 0.278
H -2.00390 -19.84561 -24.82986 0.268
H 1.23648 -20.50416 -26.00792 0.281
H 1.89008 -20.09789 -24.32656 0.258
H 0.11912 -22.67924 -24.92229 0.119
H 2.08470 -22.04336 -22.77873 0.315
H 1.42669 -23.71441 -23.04126 0.429
H 0.36206 -22.61365 -22.69165 0.342
H 1.96138 -22.84180 -26.49795 0.228
H 3.01592 -23.06006 -25.25455 0.221
C 19.11336 -21.67144 -22.20000 -0.699
O 19.31093 -20.39173 -22.81284 -0.364
C 18.96500 -19.27805 -21.97685 -0.763
C 17.44815 -18.94003 -22.04445 0.616
C 17.16479 -17.45365 -21.60897 -1.501
N 16.56570 -19.78644 -21.23667 -0.748
H 18.13766 -22.04989 -21.89525 0.273
H 19.85242 -21.89525 -21.43071 0.287
H 19.42880 -22.36288 -22.98135 0.291
H 19.43275 -19.45139 -21.00769 0.350
H 19.44371 -18.36363 -22.32724 0.321
H 17.16428 -19.13250 -23.07909 0.259
H 17.87572 -16.70776 -21.96441 0.406
H 17.06363 -17.27190 -20.53900 0.388
H 16.19075 -17.23099 -22.04463 0.376
H 16.03992 -20.40032 -21.84231 0.264
H 15.78253 -19.21285 -20.95786 0.244
C 8.02939 -16.59675 -17.56065 -0.814
O 8.38981 -16.57069 -16.21644 -0.311
C 9.47921 -15.80446 -15.73499 -0.567
C 9.61165 -15.96319 -14.15604 0.619
C 8.46059 -15.50387 -13.25846 -1.338
N 10.94504 -15.49451 -13.72513 -0.663
H 8.92504 -16.75585 -18.16115 0.304
H 7.37404 -15.88066 -18.05647 0.307
H 7.49439 -17.49569 -17.86690 0.291
H 10.38521 -16.24632 -16.14978 0.299
H 9.28513 -14.76814 -16.01153 0.321
H 9.76213 -17.01964 -13.93386 0.146
H 7.59402 -16.13419 -13.45809 0.315
H 8.27405 -14.43198 -13.19227 0.341
H 8.72527 -15.77211 -12.23569 0.379
H 11.19632 -15.39957 -12.75151 0.190
H 11.71136 -15.90100 -14.24244 0.182
C 13.22153 -7.45934 -6.96160 -0.685
O 14.33351 -7.99290 -7.61391 -0.383
C 13.95135 -8.78129 -8.71251 -0.534
C 13.46338 -7.86830 -9.88536 0.354
C 13.28924 -8.59291 -11.16418 -1.458
N 14.46154 -6.86706 -10.23300 -0.651
H 12.77056 -6.75124 -7.65681 0.296
H 13.57490 -6.87671 -6.11084 0.272
H 12.48577 -8.17004 -6.58524 0.281
H 14.93779 -9.20159 -8.90848 0.280
H 13.29676 -9.62640 -8.49946 0.382
H 12.52413 -7.34704 -9.70047 0.237
H 12.66560 -8.10942 -11.91612 0.319
H 12.72246 -9.48771 -10.90691 0.362
H 14.22182 -9.00148 -11.55337 0.359
H 15.22600 -7.30875 -10.72349 0.281
H 14.88629 -6.60821 -9.35398 0.288
C 13.23108 -13.81107 -3.00552 -0.753
O 13.03768 -14.35943 -4.28584 -0.371
C 13.07051 -15.77293 -4.40034 -0.858
C 13.08850 -16.38664 -5.79646 0.484
C 13.33684 -17.83773 -5.90410 -1.424
N 13.98355 -15.60837 -6.59677 -0.719
H 12.52548 -14.29501 -2.33022 0.316
H 12.89287 -12.77487 -3.00787 0.252
H 14.26874 -13.84523 -2.67356 0.305
H 13.89677 -16.09437 -3.76626 0.390
H 12.28042 -16.32645 -3.89294 0.397
H 12.06201 -16.21693 -6.12142 0.226
H 13.20473 -18.15894 -6.93730 0.357
H 12.58803 -18.40250 -5.34875 0.381
H 14.39250 -18.03296 -5.71548 0.352
H 13.99601 -14.76614 -6.03947 0.370
H 14.86630 -16.05544 -6.39433 0.295
C 6.60254 -7.71059 -2.00128 -0.720
O 5.39292 -7.99905 -2.73095 -0.370
C 5.54967 -8.80758 -3.91437 -0.621
C 5.45358 -10.29670 -3.53027 0.362
C 6.17697 -11.17924 -4.54756 -1.370
N 4.05165 -10.69232 -3.78660 -0.758
H 7.43624 -7.32959 -2.59109 0.311
H 7.00322 -8.50506 -1.37171 0.284
H 6.34362 -6.94791 -1.26686 0.269
H 4.85383 -8.55266 -4.71370 0.379
H 6.51863 -8.55144 -4.34286 0.286
H 5.73160 -10.43070 -2.48488 0.369
H 7.21198 -10.95868 -4.80874 0.395
H 5.75074 -11.08172 -5.54602 0.305
H 6.22813 -12.20182 -4.17363 0.323
H 3.71832 -10.22194 -4.61589 0.279
H 3.54265 -10.26999 -3.02328 0.278
C 16.21974 -22.27380 -13.08588 -0.715
O 17.17564 -22.54790 -12.04954 -0.347
C 17.93383 -21.36529 -11.61099 -1.053
C 19.27962 -21.35487 -12.29181 0.635
C 20.26651 -20.39664 -11.67839 -1.491
N 19.08404 -20.97008 -13.69804 -0.710
H 15.65059 -23.15598 -13.37902 0.272
H 16.51963 -21.68957 -13.95585 0.308
H 15.46910 -21.64935 -12.60143 0.306
H 17.44765 -20.39473 -11.70969 0.506
H 18.27073 -21.64468 -10.61273 0.360
H 19.61879 -22.38645 -12.19741 0.344
H 20.83514 -19.87395 -12.44752 0.416
H 20.83745 -20.77225 -10.82926 0.329
H 19.70696 -19.56868 -11.24308 0.310
H 18.08567 -20.82477 -13.65062 0.239
H 19.26400 -21.78621 -14.26517 0.292

***

[2]
120
Properties=species:S:1:pos:R:3:mulliken_charge:R:1 method="wB97M-V/def2-TZVPD" e_above_lowest_kj_mol=405.0 smiles=COCCNCCOC.COCCNCCOC.CCO.CCO.CCO.CCO.CCO.CCO.CCO.CCO total_energy_ev=-57842.50664 e_homo_ha=-0.322 total_charge=0 orbital_gap_ev=9.200
C 1.77093 -5.91999 9.62731 -0.756
O 2.53222 -5.02446 8.90389 -0.306
C 3.28054 -5.60840 7.81762 -0.720
C 3.67936 -4.50276 6.83056 -0.451
N 2.54012 -3.91488 6.14897 -0.352
C 2.85833 -2.61381 5.51816 -0.361
C 3.82519 -2.88413 4.31638 -0.467
O 4.25467 -1.66941 3.75093 -0.364
C 5.10796 -1.72487 2.57579 -0.824
H 2.31646 -6.69253 10.16922 0.295
H 1.09211 -6.43844 8.95017 0.330
H 1.19780 -5.38557 10.38496 0.245
H 2.72214 -6.40082 7.31926 0.394
H 4.15905 -6.03504 8.30167 0.390
H 4.34243 -4.97014 6.10255 0.248
H 4.20579 -3.61972 7.19280 0.398
H 1.70962 -3.94005 6.72321 0.260
H 3.25555 -1.84246 6.17796 0.297
H 1.99187 -2.13573 5.06124 0.000
H 3.45404 -3.68240 3.67364 0.334
H 4.75196 -3.34364 4.65996 0.504
H 4.93638 -2.60164 1.95134 0.322
H 6.13721 -1.81972 2.92185 0.333
H 5.09258 -0.81756 1.97191 0.281
C -1.19051 4.57669 -3.45172 -0.829
O -1.67175 3.48207 -2.66211 -0.455
C -0.72040 3.02785 -1.76604 -0.166
C -1.18593 1.72345 -1.27004 0.081
N -0.03497 0.74898 -1.23140 -0.209
C -0.47364 -0.33611 -0.32663 1.323
C 0.69095 -1.13811 0.22600 -0.938
O 0.32841 -1.81733 1.39716 -0.296
C 0.58747 -1.09406 2.56939 -0.885
H -0.11213 4.51929 -3.59973 0.161
H -1.20954 5.58395 -3.03560 0.400
H -1.78770 4.39949 -4.34618 0.334
H -0.71904 3.78407 -0.98103 0.267
H 0.29530 2.94996 -2.15381 -0.130
H -1.89894 1.23368 -1.93324 0.208
H -1.70925 1.83995 -0.32100 0.271
H 0.14289 0.47157 -2.18613 0.091
H -1.27835 -0.98987 -0.66297 -0.082
H -0.86475 0.18911 0.54474 -0.972
H 1.41692 -0.33621 0.36025 0.411
H 1.02110 -1.80044 -0.57426 0.186
H 0.14967 -0.09827 2.63893 0.293
H 1.65289 -1.10069 2.79946 0.265
H 0.16716 -1.66278 3.39885 0.505
C -3.28720 -0.14123 2.60262 -0.368
C -2.95721 -1.31990 3.42147 -0.383
O -2.20660 -2.13597 2.55925 -0.477
H -3.97832 -0.33393 1.78205 0.130
H -2.38267 0.22590 2.11771 -0.211
H -3.73308 0.70801 3.12038 0.455
H -3.80312 -1.91336 3.76835 0.303
H -2.29012 -1.06478 4.24488 0.287
H -1.35695 -1.72704 2.37902 0.223
C -5.28762 1.75268 -0.30217 -0.849
C -6.16131 2.56679 -1.22938 -0.373
O -6.48468 3.73034 -0.45250 -0.561
H -4.65584 2.42463 0.27873 0.362
H -4.56659 1.13036 -0.83220 0.177
H -5.86450 1.23183 0.46205 0.399
H -7.10885 2.05919 -1.40996 0.270
H -5.66017 2.99013 -2.09986 0.269
H -6.98510 3.45331 0.31850 0.299
C 3.02614 3.00611 -3.31858 -0.255
C 4.17434 3.89592 -3.77948 -0.538
O 4.84232 3.21707 -4.76995 -0.522
H 2.56129 3.48761 -2.45824 0.250
H 3.35086 1.98747 -3.10636 0.291
H 2.18796 3.06167 -4.01318 -0.159
H 4.84273 4.17283 -2.96421 0.346
H 3.84709 4.86582 -4.15405 0.238
H 5.50474 2.60749 -4.43648 0.311
C 0.48658 -5.19960 -0.50934 -0.977
C -1.00851 -5.26220 -0.57435 -0.234
O -1.64672 -4.06731 -0.30090 -0.445
H 0.89522 -5.14893 0.49989 0.229
H 0.77168 -4.28392 -1.02738 0.174
H 1.09018 -5.97447 -0.98192 0.404
H -1.34159 -6.05685 0.09325 0.320
H -1.36645 -5.63530 -1.53392 0.354
H -1.56482 -3.80145 0.61791 0.213
C -2.89739 -2.59920 -4.47910 -1.203
C -3.23017 -2.08401 -3.05254 0.763
O -3.62686 -3.14798 -2.17476 -0.568
H -2.00930 -3.22892 -4.53256 0.283
H -2.72200 -1.85250 -5.25355 0.324
H -3.71835 -3.23473 -4.81109 0.371
H -4.04657 -1.36509 -2.98369 0.306
H -2.32501 -1.69251 -2.58831 -0.542
H -2.85819 -3.51290 -1.73028 0.319
C -1.00848 1.64188 -5.51492 -0.635
C -0.48339 0.16903 -5.22099 -0.081
O 0.74683 0.38758 -4.51371 -0.551
H -0.30248 2.14467 -6.17587 0.254
H -1.02894 2.34184 -4.67961 0.084
H -1.91699 1.71520 -6.11269 0.480
H -0.25183 -0.51837 -6.03460 0.353
H -0.88378 -0.41239 -4.39048 -0.079
H 1.31975 0.71154 -5.21258 0.298
C -0.65930 3.19532 2.21261 -0.540
C 0.13207 3.41031 3.52274 -0.325
O -0.63324 4.09458 4.43311 -0.550
H -1.46023 3.88115 1.93650 0.507
H -1.14067 2.21906 2.15517 -0.081
H -0.05799 3.17939 1.30361 0.106
H 0.86490 4.20818 3.40237 0.307
H 0.56210 2.49496 3.92930 0.265
H -1.05627 4.78382 3.91583 0.327
C 0.87208 6.41371 -6.41351 -1.170
C 1.28162 5.02882 -6.79874 0.418
O 0.73353 4.80042 -8.08189 -0.568
H -0.20881 6.53960 -6.47617 0.298
H 1.40673 7.10698 -7.06283 0.353
H 1.15920 6.55992 -5.37222 0.304
H 1.08136 4.23650 -6.07747 -0.225
H 2.36459 5.03410 -6.92217 0.284
H 1.30867 4.27254 -8.64060 0.303